The following is a DFT calculation (ωB97M-V/def2-TZVPD) of C38H32BBrN8O2Pt as an isolated structure.

Output
E_tot = -4773.53169 a.u.
highest occupied orbital energy = -12.860 eV
total charge = +2
energy relative to the best compared isomer or geometry (same formula, charge and spin) = 101.45 kJ/mol
frontier orbital gap = 5.869 eV

Cartesian coordinates (Å):
Pt 0.4044 0.5706 -0.3855
C -2.1328 -1.2662 -3.4026
C -1.3221 -0.3323 -2.7676
N -0.8566 -0.5646 -1.5480
C -1.1849 -1.7389 -0.9437
C -1.9922 -2.6430 -1.6137
N -2.4655 -2.4122 -2.8316
C -0.6317 -1.9530 0.4011
C -0.8577 -3.0092 1.2631
C -0.2128 -3.0551 2.5029
C 0.6894 -2.0261 2.8105
C 0.8875 -0.9927 1.9230
N 0.2030 -0.9788 0.7710
C 1.8483 0.1157 2.0274
C 2.7335 0.3255 3.0729
N 3.6249 1.3070 3.0611
C 3.6736 2.0862 1.9917
C 2.8023 1.9200 0.9206
N 1.8929 0.9558 0.9639
C -0.4607 -4.1619 3.4582
C -1.0511 -5.3571 3.0516
C -1.2600 -6.3612 3.9858
N -0.9307 -6.2476 5.2668
C -0.3725 -5.1094 5.6603
C -0.1164 -4.0484 4.8037
H -2.5145 -1.0637 -4.3954
H -1.0706 0.6048 -3.2395
H -2.2657 -3.5826 -1.1494
H -1.5552 -3.7820 0.9797
H 1.2513 -2.0473 3.7313
H 2.7188 -0.3167 3.9454
H 4.4153 2.8747 1.9733
H 2.8320 2.5441 0.0402
H -1.3339 -5.5516 2.0264
H -1.7099 -7.2994 3.6835
H -0.1175 -5.0335 6.7107
H 0.3183 -3.1515 5.2221
O 3.2320 0.1563 -1.5540
B 1.9379 -0.3221 -1.5725
O 1.7716 -1.3214 -2.5095
C 3.0254 -1.4731 -3.1048
C 3.4041 -2.3398 -4.1040
C 4.7338 -2.2615 -4.5077
C 5.6215 -1.3589 -3.9285
C 5.2238 -0.4902 -2.9162
C 3.9066 -0.5787 -2.5297
H 2.7110 -3.0425 -4.5456
H 5.0856 -2.9194 -5.2905
H 6.6464 -1.3321 -4.2725
H 5.9097 0.2095 -2.4589
C -2.9673 2.8957 -1.4402
N -3.9397 2.0055 -0.8536
C -4.9947 2.7187 -0.1577
C -3.3372 0.8944 -0.1261
C -2.4721 1.3051 1.0564
C -3.1736 1.6404 2.2183
C -2.5726 2.2767 3.2904
C -1.2359 2.6142 3.1922
C -0.5127 2.2141 2.0746
C -1.0783 1.5122 0.9995
H -3.4804 3.6796 -1.9972
H -2.3352 2.3521 -2.1492
H -2.3152 3.3872 -0.6996
H -5.4807 3.3994 -0.8560
H -4.6445 3.3085 0.7013
H -5.7467 2.0104 0.1938
H -2.7524 0.3477 -0.8538
H -4.1434 0.2340 0.2048
H -4.2316 1.4090 2.2676
H -3.1465 2.5333 4.1709
H -0.7458 3.1702 3.9821
H 0.5285 2.5042 2.0721
Br 1.6646 3.1124 -5.4259
C 1.0858 3.3270 -3.6575
C 0.7349 4.5708 -3.1477
C 0.3212 4.6407 -1.8304
C 0.2469 3.4880 -1.0708
N 0.5920 2.2899 -1.5660
C 1.0165 2.2172 -2.8403
H 0.7857 5.4550 -3.7691
H 0.0355 5.5827 -1.3838
H -0.1201 3.5058 -0.0541
H 1.3256 1.2531 -3.2216

Löwdin population analysis, charges in e, atoms 1 to 2:
1. Pt 1.54
2. C -0.04

The following is a DFT calculation (ωB97M-V/def2-TZVPD) of a 5-piece molecular cluster, C38H32BrFN2O17 overall in a non-equilibrium geometry.

Output
E_tot = -5529.70690 a.u.
highest occupied orbital energy = -8.999 eV
frontier orbital gap = 7.515 eV
SMILES = C[C@@H](Br)Cc1cc2ncc(CCCF)nc2cc1O.O=C1C=C(O)C(=O)C=C1O.O=C1C=C(O)C(=O)C=C1O.O=C1C=C(O)C(=O)C=C1O.O=C1C=C(O)C(=O)C=C1O

Cartesian coordinates (Å):
C 4.2837 -3.9492 0.5659
C 4.7525 -5.3987 0.3325
Br 5.5531 -6.0108 2.0462
C 3.6201 -6.4127 -0.0211
C 2.2354 -5.7919 -0.1023
C 1.4349 -5.8604 0.9792
C 0.1401 -5.2703 1.0046
N -0.5939 -5.3720 2.1469
C -1.7441 -4.7517 2.0371
C -2.1989 -4.0554 0.8843
C -3.5587 -3.3619 0.8899
C -3.3849 -1.8292 0.6759
C -2.0694 -1.2843 1.2280
F -2.1281 0.1247 1.0765
N -1.5026 -3.9957 -0.2269
C -0.2943 -4.6236 -0.1548
C 0.5465 -4.5814 -1.2882
C 1.7791 -5.1459 -1.2894
O 2.5726 -5.1086 -2.3927
H 3.6162 -3.5726 -0.2161
H 3.8729 -3.8480 1.5759
H 5.1835 -3.3160 0.5347
H 5.5696 -5.3845 -0.3899
H 3.8881 -6.9353 -0.9491
H 3.5619 -7.1803 0.7562
H 1.7869 -6.3835 1.8664
H -2.3946 -4.7494 2.9159
H -4.1074 -3.8136 0.0522
H -4.1207 -3.6032 1.7980
H -4.1957 -1.3295 1.2219
H -3.4449 -1.5400 -0.3773
H -1.1967 -1.5887 0.6437
H -1.9286 -1.4734 2.2986
H 0.1896 -4.0631 -2.1801
H 2.0329 -4.8271 -3.1410
O 0.0046 1.1369 2.5568
C 0.5024 2.1726 2.1662
C 1.8597 2.5765 2.5201
C 2.3562 3.7376 2.0799
O 3.5923 4.1428 2.3787
C 1.5497 4.6614 1.2198
O 2.0507 5.7133 0.8655
C 0.2049 4.2533 0.8447
C -0.2986 3.0890 1.2782
O -1.5315 2.7000 0.9388
H 2.4318 1.9040 3.1437
H 3.6992 5.0086 1.9408
H -0.3589 4.9215 0.2090
H -1.6910 1.8253 1.3578
O -4.4946 0.6583 -1.5161
C -3.9815 1.4963 -2.2351
C -3.0579 2.5111 -1.7453
C -2.5437 3.4117 -2.5907
O -1.6908 4.3598 -2.1891
C -2.8929 3.4152 -4.0483
O -2.4074 4.2719 -4.7648
C -3.7973 2.3867 -4.5417
C -4.3102 1.4830 -3.6990
O -5.1411 0.5218 -4.1059
H -2.8114 2.5032 -0.6907
H -1.4728 4.8753 -2.9884
H -4.0283 2.3896 -5.5975
H -5.3643 0.0098 -3.3056
O 7.6758 -3.4652 8.3266
C 6.7932 -3.5706 7.4956
C 5.3969 -3.2643 7.7736
C 4.4718 -3.4171 6.8183
O 3.1831 -3.1467 7.0267
C 4.8298 -3.9056 5.4456
O 3.9397 -4.0394 4.6268
C 6.2306 -4.1904 5.1602
C 7.1553 -4.0335 6.1155
O 8.4484 -4.2792 5.9004
H 5.1505 -2.9152 8.7664
H 2.7322 -3.3418 6.1828
H 6.4806 -4.5261 4.1619
H 8.8979 -4.0908 6.7461
O -5.7458 6.0164 -5.2851
C -5.2219 7.0612 -5.6252
C -3.8764 7.4449 -5.2258
C -3.3636 8.6164 -5.6202
O -2.1347 9.0058 -5.2791
C -4.1456 9.5688 -6.4751
O -3.6345 10.6275 -6.7876
C -5.4841 9.1751 -6.8951
C -5.9944 8.0014 -6.5027
O -7.2132 7.5990 -6.8639
H -3.3242 6.7503 -4.6086
H -2.0114 9.8831 -5.6888
H -6.0318 9.8616 -7.5252
H -7.3375 6.7248 -6.4476

Löwdin population analysis, charges in e, atoms 1 to 2:
1. C -0.14
2. C -0.64

The following is a DFT calculation (ωB97M-V/def2-TZVPD) of C38H32F3N5PS2V as an isolated structure.

Output
E_tot = -4122.50437 a.u.
highest occupied orbital energy (alpha / beta) = -7.317 / -7.391 eV
<S²> = 2.034
multiplicity = 3
frontier orbital gap (alpha / beta) = 7.243 / 7.031 eV

Cartesian coordinates (Å):
V -0.1224 -0.0190 0.1761
C -4.9329 2.9706 1.8696
C -4.0241 3.5349 0.7847
N -3.6904 2.5710 -0.2491
C -2.7692 1.5841 -0.1222
S -1.6892 1.5939 1.2255
N -2.8341 0.6520 -1.0560
N -1.9049 -0.3229 -0.8927
C -2.0445 -1.4318 -1.5334
C -3.1592 -1.7219 -2.4836
C -1.0442 -2.4589 -1.2198
C -1.0675 -3.7310 -1.7828
C -0.1317 -4.6641 -1.3730
C 0.7951 -4.3155 -0.4039
C 0.7653 -3.0286 0.0995
N -0.1152 -2.1203 -0.3133
H -5.1465 3.7306 2.6238
H -4.4514 2.1242 2.3609
H -5.8817 2.6342 1.4465
H -3.0944 3.8951 1.2234
H -4.4983 4.3852 0.2924
H -4.3769 2.3925 -0.9669
H -3.8725 -0.9051 -2.4700
H -3.6664 -2.6505 -2.2154
H -2.7690 -1.8333 -3.4988
H -1.8080 -3.9803 -2.5285
H -0.1323 -5.6593 -1.7983
H 1.5292 -5.0203 -0.0396
H 1.4587 -2.7034 0.8649
C 6.3401 0.0429 0.9197
C 5.9269 1.0823 1.7423
C 4.5742 1.3057 1.9548
C 3.6192 0.4904 1.3472
C 4.0440 -0.5442 0.5179
C 5.3969 -0.7698 0.3090
P 1.8349 0.6929 1.6589
C 1.6837 2.4505 2.1062
C 2.1488 3.4196 1.2168
C 1.9693 4.7658 1.4920
C 1.3065 5.1581 2.6483
C 0.8322 4.1993 3.5302
C 1.0252 2.8495 3.2656
C 1.5437 -0.2126 3.1965
C 2.3964 -0.1845 4.2695
C 2.0686 -0.8803 5.4505
C 0.8959 -1.5794 5.5260
C -0.0027 -1.6326 4.4331
C -1.2120 -2.3615 4.5032
C -2.0412 -2.3951 3.4174
C -1.6975 -1.7150 2.2286
C -0.5399 -0.9822 2.0892
C 0.3213 -0.9424 3.2298
H 7.3956 -0.1246 0.7450
H 6.6578 1.7236 2.2187
H 4.2620 2.1256 2.5909
H 3.3143 -1.1572 0.0074
H 5.7114 -1.5712 -0.3478
H 2.6586 3.1204 0.3067
H 2.3405 5.5090 0.7966
H 1.1627 6.2101 2.8609
H 0.3114 4.4986 4.4312
H 0.6530 2.1061 3.9592
H 3.3249 0.3711 4.2144
H 2.7468 -0.8554 6.2945
H 0.6353 -2.1139 6.4335
H -1.4622 -2.8849 5.4193
H -2.9722 -2.9501 3.4626
H -2.3973 -1.7738 1.3993
F 2.7148 0.9061 -4.4948
C 3.1056 1.8371 -3.6084
F 3.6304 2.8589 -4.3244
F 4.1158 1.3088 -2.8953
C 1.9814 2.3114 -2.7337
C 1.5969 3.6386 -2.7454
C 0.5714 4.0664 -1.9144
C -0.0113 3.1445 -1.0678
N 0.3424 1.8592 -1.0535
C 1.2988 1.4105 -1.8936
S 1.5172 -0.2868 -1.7725
H 2.1018 4.3353 -3.4003
H 0.2485 5.0981 -1.9035
H -0.7764 3.4293 -0.3572

Löwdin population analysis, charges in e, atoms 1 to 2:
1. V 0.40
2. C -0.09

The following is a DFT calculation (ωB97M-V/def2-TZVPD) of a 5-piece molecular cluster, C38H32F4NO6P overall.

Output
E_tot = -2714.24486 a.u.
highest occupied orbital energy = -9.010 eV
frontier orbital gap = 7.401 eV
SMILES = CC(=O)OC(=O)Cc1ccc(N)c2c1C(=O)C=C([PH2]=O)C2=O.Fc1ccccc1.Fc1ccccc1.Fc1ccccc1.Fc1ccccc1

Cartesian coordinates (Å):
C 2.8523 -7.8774 -1.5967
C 3.3193 -6.4637 -1.4367
O 3.3620 -5.9130 -0.3875
O 3.7579 -5.7980 -2.5720
C 2.8362 -5.7092 -3.6172
O 2.7185 -6.5952 -4.3887
C 2.0823 -4.4131 -3.6869
C 1.5230 -4.0596 -2.3156
C 2.2462 -3.0977 -1.6141
C 1.8600 -2.7680 -0.3489
C 0.7719 -3.3696 0.2749
N 0.5382 -2.9603 1.6118
C -0.0028 -4.3208 -0.4300
C 0.3851 -4.6655 -1.7437
C -0.4166 -5.6706 -2.4814
O -0.2111 -6.0177 -3.6217
C -1.5342 -6.3178 -1.7779
C -1.9115 -6.0026 -0.5440
P -3.3228 -6.9375 0.1456
O -3.7159 -6.6716 1.5369
C -1.1880 -4.9508 0.2219
O -1.5806 -4.6559 1.3218
H 2.1573 -7.9397 -2.4291
H 3.7024 -8.5272 -1.7612
H 2.3182 -8.1369 -0.6949
H 1.3233 -4.5282 -4.4393
H 2.7775 -3.6431 -4.0111
H 3.1036 -2.6410 -2.0714
H 2.4027 -2.0301 0.2151
H 1.0590 -3.5033 2.2825
H -0.4375 -2.9444 1.8469
H -2.0428 -7.0942 -2.3331
H -2.9724 -8.2865 -0.0688
H -4.3388 -6.6854 -0.7992
F 2.4092 -0.0395 -1.4859
C 1.7867 0.9074 -0.7478
C 2.5366 1.6881 0.1069
C 1.8908 2.6583 0.8599
C 0.5169 2.8239 0.7539
C -0.2166 2.0224 -0.1101
C 0.4213 1.0573 -0.8738
H 3.6057 1.5365 0.1772
H 2.4633 3.2868 1.5298
H 0.0170 3.5804 1.3445
H -1.2842 2.1498 -0.1893
H -0.1285 0.4272 -1.5612
F -2.7465 2.3990 1.6483
C -3.3311 3.3720 2.3799
C -2.5355 4.1263 3.2152
C -3.1197 5.1359 3.9644
C -4.4862 5.3663 3.8749
C -5.2681 4.5893 3.0301
C -4.6896 3.5833 2.2691
H -1.4742 3.9238 3.2729
H -2.5060 5.7416 4.6171
H -4.9412 6.1517 4.4630
H -6.3329 4.7660 2.9622
H -5.2784 2.9707 1.5993
F -0.0861 3.7179 -2.8340
C -1.2209 3.3385 -3.4464
C -1.1805 2.9933 -4.7830
C -2.3529 2.5993 -5.4112
C -3.5470 2.5619 -4.7051
C -3.5675 2.9154 -3.3632
C -2.3987 3.3017 -2.7242
H -0.2414 3.0360 -5.3186
H -2.3328 2.3218 -6.4564
H -4.4594 2.2577 -5.2002
H -4.4966 2.8905 -2.8098
H -2.3978 3.5729 -1.6771
F 0.4936 5.8737 3.9186
C 1.8160 5.9165 4.1843
C 2.4454 7.1420 4.2564
C 3.8048 7.1771 4.5306
C 4.5110 5.9970 4.7200
C 3.8559 4.7761 4.6390
C 2.4952 4.7299 4.3725
H 1.8771 8.0488 4.0987
H 4.3132 8.1293 4.5961
H 5.5714 6.0297 4.9308
H 4.4045 3.8552 4.7834
H 1.9632 3.7892 4.3118

Löwdin population analysis, charges in e, atoms 1 to 2:
1. C 0.04
2. C -0.49